Record 1
13
Properties=species:S:1:pos:R:3:forces:R:3:nbo_charge:R:1 method="wB97M-V/def2-TZVPD" de_lowest_kj_mol=443.9 lumo_energy_ev=0.8 homo_energy_ev=-9.3 energy_ha=-336.78016
C -0.9685 1.3970 0.5188 -0.29 0.70 -1.91 0.26
C 0.6918 -0.2427 -2.8838 -4.45 -0.06 0.17 -0.43
C -0.6530 0.5527 2.9209 2.70 -3.65 -2.84 -0.43
N 1.0401 -0.4940 -1.5193 1.30 2.06 -1.52 -0.32
N 0.4867 -1.1693 -0.7164 0.04 -0.76 2.15 0.26
N 0.2919 -1.6709 0.2760 -0.95 -0.76 -0.05 -0.12
N -0.8614 0.8387 1.5155 0.03 0.06 2.56 -0.51
H 0.8705 -1.1412 -3.4219 0.82 -0.23 -1.21 0.21
H 1.0622 0.7046 -3.1767 1.31 0.32 -0.54 0.23
H -0.4671 -0.0286 -3.1103 1.96 -0.66 1.06 0.19
H -1.1589 1.1946 3.5434 -1.49 1.05 1.34 0.22
H -0.7711 -0.5776 2.9895 -0.60 1.57 0.60 0.24
H 0.4370 0.6367 3.0643 -0.38 0.37 0.19 0.22


Record 2
13
Properties=species:S:1:pos:R:3:forces:R:3:nbo_charge:R:1 method="wB97M-V/def2-TZVPD" de_lowest_kj_mol=491.4 smiles="C=NN=C.N=C=N" lumo_energy_ev=0.0 homo_energy_ev=-8.7 energy_ha=-336.76208
C -0.2564 1.5706 0.6414 -0.28 -0.27 0.01 -0.02
N -1.0803 0.8848 1.4190 0.23 -0.02 -0.22 -0.31
N -1.5894 -0.2482 0.9230 0.30 0.04 -0.27 -0.17
C -1.2764 -0.6516 -0.2923 0.01 0.17 0.23 -0.25
H 0.3080 2.3513 1.1381 -0.02 -0.03 -0.01 0.20
H -0.4462 1.7339 -0.4221 0.04 -0.10 0.03 0.17
H -1.6203 -1.6408 -0.5628 -0.01 0.02 0.01 0.22
H -1.0523 0.0227 -1.1205 0.08 0.02 0.06 0.18
N 1.2157 0.2919 0.2164 -0.21 -0.18 0.07 -0.70
C 0.8842 -0.8377 -0.2651 0.22 0.21 0.07 0.61
N 1.0498 -1.9778 -0.7148 -0.20 0.06 0.03 -0.72
H 1.8646 0.8396 -0.3362 -0.10 -0.05 -0.05 0.40
H 1.9989 -2.3385 -0.6241 -0.08 0.13 0.03 0.38


Record 3
13
Properties=species:S:1:pos:R:3:forces:R:3:nbo_charge:R:1 method="wB97M-V/def2-TZVPD" de_lowest_kj_mol=524.0 lumo_energy_ev=0.9 homo_energy_ev=-7.0 energy_ha=-336.74966
C 0.4708 -0.7329 1.5601 -1.32 0.71 -2.12 -0.04
C -1.4315 0.3734 -1.2331 -3.24 -1.06 -2.37 -0.22
C 1.3081 0.5889 -0.4038 0.21 -2.34 -1.20 -0.41
N -1.7227 -1.1140 1.4687 -0.56 -0.44 0.19 -0.01
N -0.6475 -1.1712 1.9708 -0.32 -0.35 1.05 -0.12
N 0.2773 -0.2162 0.2403 -1.04 0.78 -1.71 -0.25
N -1.0175 -0.2245 -0.2064 2.65 -0.27 1.74 -0.15
H 1.4429 -0.7431 1.9011 1.40 -0.40 1.23 0.21
H -0.9296 0.8982 -2.0245 0.99 0.33 0.22 0.18
H -2.4881 0.0455 -1.6095 1.74 0.86 1.24 0.19
H 2.0637 0.6480 0.3590 0.74 0.24 -0.15 0.21
H 1.7344 0.0843 -1.4023 -0.95 1.06 2.16 0.20
H 0.9395 1.5637 -0.6204 -0.30 0.88 -0.28 0.20


Record 4
13
Properties=species:S:1:pos:R:3:forces:R:3:nbo_charge:R:1 method="wB97M-V/def2-TZVPD" de_lowest_kj_mol=329.9 smiles="C[C@H]1[C@@H]2N=NNN12" lumo_energy_ev=1.2 homo_energy_ev=-8.9 energy_ha=-336.82359
C 1.8754 0.1008 0.1097 -0.27 -0.10 0.03 -0.61
C 0.4013 0.0667 0.3986 0.05 0.34 0.20 -0.09
C -0.5562 0.7896 -0.4749 0.68 -0.09 -0.03 -0.01
N -1.8416 1.0476 0.0670 -0.22 0.67 0.13 -0.22
N -2.3980 -0.0258 0.3374 -1.22 -0.12 0.26 0.03
N -1.6388 -1.0730 0.0428 1.05 -0.44 0.33 -0.31
N -0.4145 -0.6913 -0.5474 0.01 -0.53 -0.44 -0.26
H 2.0436 0.1410 -0.9631 0.08 0.01 -0.09 0.22
H 2.3543 -0.7931 0.5040 0.10 -0.06 0.00 0.22
H 2.3254 0.9751 0.5757 0.06 0.05 0.00 0.22
H 0.1259 -0.0098 1.4472 -0.13 -0.03 -0.08 0.21
H -0.2254 1.4266 -1.2809 -0.02 0.05 -0.12 0.21
H -2.0515 -1.9544 -0.2161 -0.17 0.25 -0.19 0.40


Record 5
13
Properties=species:S:1:pos:R:3:forces:R:3:nbo_charge:R:1 method="wB97M-V/def2-TZVPD" de_lowest_kj_mol=555.3 smiles="NC(=[NH2+])[C@H]1[C@@H]2N=[N+]21" charge=+2 lumo_energy_ev=-11.8 homo_energy_ev=-21.1 energy_ha=-336.02508
N -1.5177 0.8696 0.0357 1.31 2.56 -0.21 -0.70
C -0.8285 -0.1908 0.0573 5.87 -0.42 -2.40 0.62
N -1.1701 -1.4093 0.1265 -3.70 -2.49 0.99 -0.72
C 0.9143 0.1165 -0.5384 -5.19 -0.15 -1.09 -0.22
C 1.7827 0.9526 0.2341 1.51 -0.47 -0.18 0.28
N 2.9051 0.0514 0.2071 0.25 1.84 -0.97 0.10
N 2.0250 -0.7587 -0.0890 -0.59 -2.52 0.93 0.15
H -1.0973 1.7863 -0.1632 -0.32 -0.56 0.20 0.45
H -2.3767 0.9038 0.4673 -2.87 0.15 0.90 0.45
H -0.7481 -2.2944 -0.1071 1.51 0.28 0.00 0.48
H -2.1808 -1.6988 0.3111 1.23 1.10 -0.15 0.47
H 0.6255 0.1023 -1.6330 1.48 0.22 0.96 0.36
H 1.6665 1.5694 1.0918 -0.49 0.45 1.02 0.28


Record 6
14
Properties=species:S:1:pos:R:3:forces:R:3:nbo_charge:R:1 method="wB97M-V/def2-TZVPD" de_lowest_kj_mol=516.5 smiles=NCc1nnoc1N lumo_energy_ev=0.4 homo_energy_ev=-9.1 energy_ha=-412.01223
N -2.2496 -0.6151 0.4742 0.61 0.56 2.27 -0.90
C -1.2094 0.1713 -0.3988 0.18 -0.49 0.01 -0.22
C 0.3093 -0.4239 -0.2793 -6.58 -1.66 0.17 -0.10
N 0.6055 -1.7903 -0.2299 -1.51 0.12 -0.27 -0.13
N 1.7372 -2.0537 0.0741 1.34 1.12 -0.15 0.14
O 2.4330 -0.6537 0.2639 -1.99 -0.38 0.50 -0.41
C 1.3575 0.1919 0.1531 6.08 -1.36 -0.25 0.45
N 1.6735 1.4772 0.2334 2.59 2.34 -1.54 -0.80
H -2.1307 -0.7193 1.6584 -0.25 0.98 -4.86 0.39
H -3.2710 -0.4658 0.2019 2.26 0.08 0.63 0.38
H -1.5576 -0.0656 -1.4753 0.47 0.72 1.75 0.22
H -1.1475 1.4045 -0.2535 -0.30 -3.19 -0.24 0.17
H 0.7722 1.9020 -0.0239 1.39 1.20 -0.36 0.39
H 2.6777 1.6403 -0.3983 -4.29 -0.04 2.34 0.43


Record 7
14
Properties=species:S:1:pos:R:3:forces:R:3:nbo_charge:R:1 method="wB97M-V/def2-TZVPD" de_lowest_kj_mol=675.8 smiles=CCOn1cnnn1 lumo_energy_ev=0.6 homo_energy_ev=-10.3 energy_ha=-411.95154
C -1.9186 0.9465 0.2808 2.25 -2.05 -1.27 -0.67
C -1.2334 -0.5904 0.0196 -3.46 0.47 -3.18 -0.09
O -0.2056 -0.5471 -1.1469 -0.31 -2.05 4.12 -0.29
N 1.0127 -0.4095 -0.4723 0.84 6.18 -2.57 0.05
C 2.0606 -0.8940 0.1278 1.23 -4.46 4.04 0.11
N 3.0924 -0.0214 0.3407 -2.57 -1.06 -1.83 -0.26
N 2.6951 1.0764 -0.3297 -4.63 -1.71 0.15 -0.06
N 1.3673 0.8506 -0.7251 3.92 2.78 -0.65 -0.13
H -1.0294 1.6113 0.1383 -0.54 -0.35 1.05 0.24
H -2.4164 1.2086 -0.7062 -0.54 -0.52 1.80 0.24
H -2.4032 0.9867 1.3375 0.56 0.14 -2.38 0.24
H -0.8633 -1.0399 0.9270 0.60 -0.04 -0.04 0.19
H -1.9874 -1.3587 -0.5202 1.33 1.94 1.70 0.20
H 1.8291 -1.8189 0.7286 1.31 0.72 -0.94 0.20


Record 8
14
Properties=species:S:1:pos:R:3:forces:R:3:nbo_charge:R:1 method="wB97M-V/def2-TZVPD" de_lowest_kj_mol=1165.3 lumo_energy_ev=-0.3 homo_energy_ev=-9.2 energy_ha=-411.76509
C 1.4780 0.9412 -0.3616 -1.87 0.60 1.55 -0.01
C 0.3123 1.5769 0.0287 4.74 3.34 2.25 -0.27
C -0.8981 0.7031 -0.0718 3.03 2.05 -0.29 0.34
H -1.1166 -2.1795 -1.1105 -0.08 1.08 5.01 0.39
H -1.8666 -0.8720 0.6992 2.92 -3.51 -2.07 0.36
H 1.2015 -1.9031 1.1345 0.08 3.88 -1.87 0.51
H 2.6012 1.3016 -0.2873 -2.77 -1.09 -0.25 0.26
H 0.7809 2.6361 0.8411 -2.75 -2.94 -2.95 0.26
H -2.4945 -0.0455 -0.0112 -0.35 2.72 1.17 0.32
N -0.8060 -1.6688 0.0238 -3.89 1.16 -5.31 -0.71
N -0.3253 -0.4646 -0.8588 -0.51 -0.12 5.02 -0.19
N 1.0902 -0.4530 -0.4889 1.79 -1.27 -0.65 -0.06
N -2.0486 0.9320 0.4225 -0.29 -3.54 -2.20 -0.57
O 1.2711 -0.8355 0.9341 -0.04 -2.36 0.60 -0.62


Record 9
14
Properties=species:S:1:pos:R:3:forces:R:3:nbo_charge:R:1 method="wB97M-V/def2-TZVPD" de_lowest_kj_mol=316.5 lumo_energy_ev=0.7 homo_energy_ev=-9.4 energy_ha=-412.08838
C -2.5674 0.0500 -0.6810 0.10 -0.37 0.52 -0.07
N -1.4689 -0.3632 -0.1810 -1.13 0.44 -0.53 -0.27
N -1.2172 0.1495 1.0852 0.60 0.35 -0.13 -0.24
C -0.0950 0.7348 1.1482 0.74 -0.27 1.29 0.02
C 0.9157 0.9560 0.0404 0.57 -0.79 -0.50 0.61
O 1.0103 2.0230 -0.5107 -0.06 0.57 -0.02 -0.58
N 1.8241 -0.0625 -0.2359 0.03 1.30 -0.16 -0.46
N 1.5130 -1.3538 0.0699 -0.13 -1.73 0.30 -0.65
H -3.2898 0.7041 -0.1813 0.45 0.02 0.18 0.17
H -2.8815 -0.3311 -1.6328 0.18 -0.18 -0.48 0.18
H 0.2520 1.1115 2.1462 -0.57 -0.20 -0.96 0.21
H 2.5154 0.1529 -0.9692 -0.60 -0.05 0.53 0.38
H 1.3026 -1.9171 -0.7526 -0.11 0.29 0.28 0.36
H 2.1869 -1.8541 0.6544 -0.08 0.63 -0.32 0.35